[1]
The following is a quantum chemistry calculation of a molecular structure, C12H25MnN5 at a distorted geometry, from the OMol25 dataset.

```
43
Properties=species:S:1:pos:R:3:forces:R:3:lowdin_charge:R:1
Mn -0.3356 0.4080 0.1777 0.25 -0.72 -0.45 0.916
N -2.0802 -0.8315 0.7898 -0.51 -0.24 -0.89 -0.045
C -2.3253 -0.8191 2.2397 -1.42 1.17 1.18 -0.214
C -1.0609 -0.6299 3.0629 0.24 0.76 0.36 -0.166
N -0.1578 0.3940 2.4446 0.67 -0.22 1.27 -0.251
C 1.2357 -0.0144 2.8031 0.68 1.10 0.20 -0.160
C 2.2721 0.5904 1.8319 -0.01 -0.74 -0.29 -0.179
N 1.8623 0.2133 0.4501 0.28 -1.04 -0.57 -0.041
C -0.4395 1.7535 3.0026 0.28 -0.44 0.45 -0.146
C -0.1866 2.8589 1.9504 2.51 0.48 1.40 -0.198
N -0.6121 2.4476 0.5857 -2.68 0.79 1.35 -0.051
H -2.9710 -0.7337 0.2432 1.03 -0.18 0.87 0.134
H -1.7005 -1.7348 0.5299 -0.18 -0.40 -0.13 0.096
H -2.8165 -1.7203 2.6480 -0.02 0.30 -0.55 0.139
H -3.0339 0.0489 2.4216 0.77 -1.00 -0.09 0.141
H -0.4599 -1.5479 3.0951 -0.65 0.03 0.14 0.119
H -1.3111 -0.3091 4.1234 0.17 -0.68 -1.15 0.163
H 1.2073 -1.1005 2.8364 0.77 0.00 -0.38 0.114
H 1.5340 0.3257 3.8209 -0.45 -0.26 -0.42 0.144
H 3.3024 0.2394 2.0365 -0.61 0.08 0.10 0.142
H 2.3048 1.6771 1.8526 -0.08 -0.07 0.34 0.099
H 2.1832 -0.7632 0.2756 -0.27 0.93 0.00 0.127
H 2.3346 0.7831 -0.2529 0.16 -0.17 0.20 0.108
H 0.1462 1.8566 3.9919 -0.73 0.36 -1.65 0.166
H -1.4826 1.7514 3.3053 -0.28 0.17 -0.11 0.115
H 0.9396 3.0698 1.9365 -1.65 -0.16 -0.18 0.128
H -0.6519 3.7944 2.3222 0.10 -0.48 -0.55 0.138
H -0.2151 3.0710 -0.1004 -0.23 0.50 -0.15 0.105
H -1.6729 2.6136 0.6566 1.87 -0.14 -0.96 0.154
N -0.7646 0.0114 -2.2086 -0.15 0.60 0.27 0.021
C -0.0244 -0.7690 -3.1993 0.64 0.17 -0.17 -0.333
C -0.0945 -2.1498 -3.2073 -2.41 -0.69 2.09 -0.071
C 0.4396 -2.9273 -4.1931 0.73 0.72 -0.67 -0.070
C 1.1739 -2.3019 -5.1882 0.70 -0.99 -0.79 -0.067
C 1.2973 -0.9270 -5.1906 0.48 -0.10 -0.52 -0.071
C 0.7283 -0.1507 -4.1810 0.56 1.70 -0.75 -0.046
H -0.8139 0.9819 -2.5836 -0.28 -0.97 0.29 0.107
H -1.7218 -0.3746 -2.1815 0.50 0.51 -0.20 0.099
H -0.7726 -2.6415 -2.4381 0.94 0.55 -0.88 0.129
H 0.2882 -3.9720 -4.2546 -0.13 -0.89 0.30 0.108
H 1.6970 -2.9354 -5.9551 -0.77 0.89 0.70 0.139
H 1.8387 -0.5075 -6.0469 -0.18 0.27 0.67 0.124
H 0.9197 0.9710 -4.2529 -0.63 -1.52 0.33 0.138
```
Forces are in eV/Å.

Output
2S+1 = 6
Net charge = +2
Maximum force = 3.26 eV Å⁻¹
HOMO (alpha / beta) = -14.362 / -14.439 eV
Molecular weight = 294.30 g/mol
LUMO level (alpha / beta) = -5.9748 / -6.1056 eV
DFT total energy = -1896.5392 a.u.

[2]
The following is a quantum chemistry calculation of a molecular structure, C12H25MnO4, from the OMol25 dataset.

```
42
Properties=species:S:1:pos:R:3:forces:R:3:lowdin_charge:R:1
Mn -1.6133 0.4510 0.1199 -0.24 0.06 0.03 0.997
C -2.9278 2.6871 -1.0304 0.00 0.00 0.00 -0.079
C -2.3173 1.9273 -2.1888 0.00 0.00 0.00 -0.069
O -2.0843 0.5442 -1.7869 -0.01 0.01 0.00 -0.223
C -3.0468 -0.4965 -2.1333 0.00 0.00 -0.01 -0.069
C -3.9508 -0.7579 -0.9465 0.00 0.00 0.00 -0.079
O -3.0834 -0.8071 0.2262 -0.01 -0.04 0.00 -0.214
C -3.7796 -0.7515 1.5080 0.00 0.00 0.00 -0.078
C -2.7199 -0.4825 2.5559 0.00 0.00 0.00 -0.069
O -1.8180 0.5579 2.0734 0.00 0.01 -0.01 -0.223
C -1.9963 1.9429 2.4954 0.00 0.00 0.00 -0.069
C -2.7585 2.6960 1.4256 0.00 0.00 0.00 -0.078
O -2.1578 2.3125 0.1516 0.01 0.03 0.00 -0.214
H -3.9716 2.4156 -0.8567 0.00 0.00 0.00 0.143
H -2.8546 3.7640 -1.1818 0.00 0.00 0.00 0.163
H -1.3372 2.3211 -2.4514 0.00 0.00 0.00 0.153
H -2.9583 1.9594 -3.0684 0.00 0.00 0.00 0.158
H -2.4504 -1.3721 -2.3827 0.01 0.00 0.00 0.153
H -3.6204 -0.1981 -3.0095 0.00 0.00 0.00 0.157
H -4.4697 -1.7108 -1.0495 0.00 0.00 0.00 0.163
H -4.6828 0.0387 -0.7954 0.01 0.00 0.00 0.143
H -4.2780 -1.7041 1.6874 0.00 0.00 0.00 0.163
H -4.5263 0.0441 1.4549 0.00 0.00 0.00 0.143
H -2.0923 -1.3557 2.7241 0.00 0.00 0.00 0.153
H -3.1665 -0.1807 3.5020 0.00 0.00 0.00 0.157
H -0.9905 2.3389 2.6227 0.00 0.00 0.00 0.153
H -2.5143 1.9794 3.4526 0.00 0.00 0.00 0.158
H -2.6641 3.7738 1.5580 0.00 0.00 0.00 0.163
H -3.8164 2.4252 1.3979 0.00 0.00 0.00 0.143
C 7.1792 -0.6848 -0.2960 -0.02 0.01 0.01 0.038
C 6.2418 -2.2064 -1.0323 -0.05 -0.02 -0.03 -0.106
C 6.5407 -3.4620 -0.3207 0.01 0.01 0.01 -0.014
C 5.5917 -1.0972 -0.4599 0.37 0.05 0.06 -0.076
H 7.9481 -1.3435 -0.7328 0.00 0.00 -0.01 0.130
H 7.3767 -0.6639 0.7699 0.01 0.00 0.00 0.125
H 7.2918 0.2617 -0.8137 0.00 0.01 0.01 0.122
H 6.4651 -2.1595 -2.0949 0.02 0.00 0.00 0.164
H 6.4562 -3.3675 0.7600 0.00 0.00 0.00 0.111
H 7.5028 -3.8839 -0.6068 0.00 0.00 0.00 0.116
H 5.7779 -4.1728 -0.6654 0.00 0.00 0.00 0.129
H 5.1172 -0.3727 -1.1063 -0.04 -0.07 -0.05 0.128
H 5.1579 -1.2096 0.5249 -0.03 -0.05 -0.02 0.132
```
Forces are in eV/Å.

Output
2S+1 = 2
Net charge = +3
Maximum force = 0.37 eV Å⁻¹
HOMO (alpha / beta) = -19.580 / -19.029 eV
Molecular weight = 288.27 g/mol
Energy relative to the best compared isomer or geometry (same formula, charge and spin) = 0.0 kJ/mol
LUMO level (alpha / beta) = -9.1673 / -8.7344 eV
DFT total energy = -1923.0640 a.u.